(1)
Below is a cluster of 2 separate species, C4H10O in total, with properties calculated with ωB97M-V with the def2-TZVPD basis set.

```
15
C4H10O | OMol25 | ωB97M-V with the def2-TZVPD basis set
C -0.981 1.135 1.693
C -1.105 -0.118 0.860
C -0.623 -0.214 -0.376
C -0.538 -1.416 -1.259
H -0.435 1.936 1.202
H -2.000 1.421 1.884
H -0.618 0.820 2.674
H -1.635 -0.937 1.296
H 0.056 0.597 -0.621
H -1.456 -2.010 -1.331
H 0.137 -2.135 -0.826
H -0.443 -1.172 -2.315
O 2.668 0.461 -0.710
H 2.098 -0.082 -1.266
H 2.186 1.293 -0.631
```

The value obtained for the calculated total energy is -233.60037 Ha. Its HOMO energy is -9.3 eV. Its energy above the lowest of the compared OMol25 structures with the same formula, charge and spin is 1.213 eV. The SMILES is C/C=C/C.O. The largest force on an atom comes out at 1.725 eV/A. The calculation puts the HOMO-LUMO gap at 10.26 eV.

Löwdin population analysis, charges in e, atoms 1 to 4: -0.097 -0.172 -0.196 -0.114

---

(2)
Below is a cluster of 6 separate species, C17H31F2N3O13S in total, with properties calculated with ωB97M-V with the def2-TZVPD basis set.

```
67
C17H31F2N3O13S | OMol25 | ωB97M-V with the def2-TZVPD basis set
O 3.164 0.428 3.239
C 4.109 0.045 2.634
O 4.735 0.793 1.691
C 5.917 0.115 1.306
C 5.722 -1.309 1.810
F 6.829 -1.787 2.419
O 4.749 -1.116 2.828
H 6.105 0.176 0.237
H 6.773 0.557 1.823
H 5.333 -2.020 1.085
O 2.648 -1.531 0.160
C 1.623 -1.083 0.582
O 0.863 -0.174 -0.048
C -0.497 -0.368 0.357
C -0.274 -0.860 1.767
F -1.237 -1.755 2.174
O 0.987 -1.493 1.679
H -1.063 0.540 0.175
H -1.016 -1.165 -0.192
H -0.297 -0.113 2.564
O -3.392 0.881 -5.581
S -2.264 0.620 -4.738
O -1.783 1.616 -3.808
O -2.459 -0.781 -3.937
C -1.210 -1.449 -3.792
C -0.208 -0.846 -4.824
O -1.016 0.043 -5.600
H -0.873 -1.257 -2.771
H -1.434 -2.509 -3.884
H 0.027 -1.576 -5.597
H 0.640 -0.354 -4.359
C -1.969 -5.195 1.421
N -0.861 -4.893 0.496
C -0.924 -4.122 -0.626
C 0.384 -4.127 -1.419
O -1.955 -3.571 -0.980
H -2.305 -4.233 1.810
H -1.596 -5.755 2.268
H -2.728 -5.607 0.759
H 0.001 -5.415 0.514
H 0.067 -3.777 -2.406
H 0.770 -5.126 -1.622
H 1.198 -3.472 -1.110
C -3.930 3.033 5.550
N -3.087 2.883 4.391
C -2.800 1.700 3.808
C -3.369 0.396 4.349
O -2.162 1.640 2.765
H -3.969 4.071 5.875
H -3.668 2.413 6.406
H -4.961 2.787 5.273
H -2.715 3.648 3.850
H -3.265 0.158 5.407
H -2.911 -0.388 3.753
H -4.438 0.342 4.121
C 1.012 3.203 -1.251
N 0.548 3.797 -2.470
C 1.237 4.711 -3.202
C 0.475 5.148 -4.460
O 2.308 5.119 -2.796
H 0.289 2.529 -0.797
H 1.285 3.954 -0.508
H 1.909 2.596 -1.408
H -0.304 3.468 -2.895
H 0.586 4.357 -5.199
H 1.138 5.914 -4.873
H -0.494 5.545 -4.191
```

The value obtained for the calculated total energy is -2406.70836 Ha. Its HOMO energy is -9.1 eV. Its energy above the lowest of the compared OMol25 structures with the same formula, charge and spin is 0.000 eV. The SMILES is O=C1OC[C@@H](F)O1.O=C1OC[C@@H](F)O1.O=S1(=O)OCCO1.CNC(C)=O.CNC(C)=O.CNC(C)=O. The largest force on an atom comes out at 2.606 eV/A. The calculation puts the HOMO-LUMO gap at 9.61 eV.

Löwdin population analysis, charges in e, atoms 1 to 4: 0.175 -0.576 0.076 -0.060

---

(3)
Below is an isolated molecule of C2H5ClN2S, with properties calculated with ωB97M-V with the def2-TZVPD basis set.

```
11
C2H5ClN2S | OMol25 | ωB97M-V with the def2-TZVPD basis set
C 0.249 -1.125 0.277
S -1.551 -1.157 0.013
C -1.883 0.564 -0.155
N -0.783 1.408 -0.237
N -3.183 1.068 -0.097
Cl -4.419 -0.082 0.113
H 0.709 -1.969 0.580
H 0.383 -0.317 0.983
H 0.919 -0.844 -0.590
H -1.101 2.360 -0.273
H -0.002 1.227 -0.762
```

The value obtained for the calculated total energy is -1047.03387 Ha. Its HOMO energy is -8.6 eV. Its energy above the lowest of the compared OMol25 structures with the same formula, charge and spin is 1.264 eV. The SMILES is CS/C(N)=N\Cl. The largest force on an atom comes out at 5.175 eV/A. The calculation puts the HOMO-LUMO gap at 9.22 eV.

Löwdin population analysis, charges in e, atoms 1 to 4: -0.392 0.866 -0.771 0.069

---

(4)
Below is a structure of composition C6H8LiO3Pb, with properties calculated with ωB97M-V with the def2-TZVPD basis set.

```
19
C6H8LiO3Pb | OMol25 | ωB97M-V with the def2-TZVPD basis set
C 2.103 0.116 1.745
C 2.690 0.870 0.735
C 2.314 0.134 -0.542
C 1.490 1.357 -0.817
O 0.229 1.228 -0.936
Li -1.623 1.737 -0.812
H 1.319 0.550 2.372
H 2.406 -0.904 1.984
H 3.639 1.400 0.830
H 1.988 2.238 -1.250
H 3.110 -0.028 -1.292
O -2.133 -0.058 -0.563
O 1.511 -0.902 -0.075
C -3.338 -0.550 -0.274
C -3.647 -1.846 -0.123
H -4.129 0.208 -0.191
H -4.679 -2.134 0.072
H -2.887 -2.630 -0.179
Pb -0.363 -0.786 -0.686
```

The value obtained for the calculated total energy is -659.06285 Ha. Its total charge is +1. Its HOMO energy (alpha / beta) is -11.5 / -11.5 eV. The largest force on an atom comes out at 8.711 eV/A. The calculation puts the HOMO-LUMO gap (alpha / beta) at 6.13 / 6.88 eV.

Löwdin population analysis, charges in e, atoms 1 to 4: 0.146 -0.090 -0.420 -0.193

---

(5)
Below is a structure of composition C8H17O4S2, with properties calculated with ωB97M-V with the def2-TZVPD basis set.

```
31
C8H17O4S2 | OMol25 | ωB97M-V with the def2-TZVPD basis set
C -1.123 -0.062 -1.986
C -1.662 2.285 -0.949
C 0.945 -0.564 4.472
C 2.147 -0.787 -2.541
C -0.783 1.250 -1.742
C -1.839 -1.101 -1.806
C -0.367 -0.599 3.526
C -0.343 0.316 2.240
O 0.660 -1.953 -4.217
O 0.822 0.533 -4.413
O 0.511 -1.467 0.477
O 1.500 0.850 0.423
S 0.677 -0.638 -3.526
S 1.231 -0.388 1.243
H -1.368 3.296 -1.233
H -1.600 2.181 0.104
H -2.634 2.054 -1.334
H 0.748 -0.859 5.505
H 1.707 -1.243 4.040
H 1.373 0.417 4.421
H 1.789 -1.618 -1.870
H 3.004 -0.875 -3.165
H 2.339 0.062 -1.960
H 0.116 1.118 -1.143
H -0.462 1.666 -2.646
H -2.630 -1.273 -0.888
H -1.660 -1.978 -2.492
H -1.161 -0.315 4.225
H -0.510 -1.616 3.005
H -1.141 0.011 1.695
H -0.285 1.298 2.538
```

The value obtained for the calculated total energy is -1412.23285 Ha. Its total charge is -1. Its HOMO energy is -3.9 eV. Its energy above the lowest of the compared OMol25 structures with the same formula, charge and spin is 0.000 eV. The largest force on an atom comes out at 5.804 eV/A. The calculation puts the HOMO-LUMO gap at 6.73 eV.

Löwdin population analysis, charges in e, atoms 1 to 4: -0.203 -0.029 -0.131 -0.178

---

Q: Look up the largest force on an atom of the fourth one.
A: 8.711 eV/A